1.
{
  "formula": "C24H45KN6SSi2Te",
  "method": "ωB97M-V/def2-TZVPD",
  "elements": ["K", "C", "C", "N", "C", "C", "N", "C", "C", "N", "C", "C", "N", "C", "C", "C", "C", "C", "C", "C", "N", "H", "H", "H", "H", "H", "H", "H", "H", "H", "H", "H", "H", "H", "H", "H", "H", "H", "H", "H", "H", "H", "H", "H", "C", "Si", "C", "C", "C", "Te", "C", "Si", "C", "C", "C", "H", "H", "H", "H", "H", "H", "H", "H", "H", "H", "H", "H", "H", "H", "H", "H", "H", "H", "H", "H", "H", "H", "S", "C", "N"],
  "coordinates": [[0.63, -0.15, 0.99], [3.01, 0.74, 5.13], [2.45, -0.09, 4.01], [1.23, -0.39, 3.83], [0.14, 0.04, 4.67], [-1.09, -0.84, 4.39], [-1.14, -1.13, 2.96], [-2.28, -1.92, 2.51], [-2.21, -2.09, 1.00], [-1.07, -2.89, 0.59], [-0.64, -2.72, -0.79], [0.79, -3.24, -0.97], [1.64, -2.51, -0.05], [2.90, -2.61, -0.04], [3.74, -3.45, -0.96], [3.62, -1.77, 0.99], [4.96, -1.43, 0.87], [5.52, -0.62, 1.84], [4.74, -0.19, 2.90], [3.41, -0.57, 2.94], [2.88, -1.35, 2.00], [2.25, 0.98, 5.87], [3.41, 1.68, 4.74], [3.83, 0.22, 5.62], [-0.10, 1.08, 4.41], [0.37, 0.01, 5.74], [-2.00, -0.31, 4.68], [-1.03, -1.76, 4.99], [-0.29, -1.64, 2.77], [-3.20, -1.39, 2.76], [-2.33, -2.91, 2.99], [-2.18, -1.08, 0.55], [-3.13, -2.57, 0.63], [-0.27, -2.80, 1.21], [-0.67, -1.66, -1.10], [-1.32, -3.26, -1.46], [1.10, -3.10, -2.01], [0.81, -4.31, -0.75], [3.13, -4.19, -1.47], [4.53, -3.95, -0.41], [4.19, -2.80, -1.71], [5.54, -1.75, 0.01], [6.56, -0.32, 1.77], [5.17, 0.45, 3.66], [-6.05, 1.97, -1.18], [-4.33, 2.15, -0.46], [-4.19, 1.08, 1.07], [-4.02, 3.94, -0.02], [-3.08, 1.57, -1.73], [-1.06, 2.09, -1.22], [-0.16, 0.78, -2.65], [0.32, 1.62, -4.26], [-1.23, 2.32, -5.06], [1.53, 2.99, -3.92], [1.07, 0.33, -5.39], [-6.81, 2.28, -0.46], [-6.26, 0.94, -1.46], [-6.17, 2.59, -2.08], [-4.88, 1.42, 1.85], [-3.18, 1.10, 1.48], [-4.44, 0.04, 0.83], [-4.78, 4.30, 0.67], [-4.05, 4.58, -0.91], [-3.05, 4.08, 0.45], [-3.29, 1.99, -2.72], [-3.12, 0.48, -1.81], [-0.88, -0.03, -2.82], [0.73, 0.36, -2.17], [-1.70, 3.08, -4.43], [-1.97, 1.54, -5.26], [-0.99, 2.79, -6.01], [1.13, 3.72, -3.21], [1.76, 3.53, -4.85], [2.46, 2.60, -3.51], [0.37, -0.47, -5.60], [1.96, -0.09, -4.92], [1.37, 0.78, -6.34], [3.91, -0.03, -2.43], [3.07, 0.79, -1.28], [2.43, 1.35, -0.48]],
  "e_homo_ev": -7.34,
  "e_tot_ha": -3115.27740,
  "homo_lumo_gap_ev": 7.381,
  "relative_energy_ev": 0.000
}



2.
{
  "formula": "C25H44O2P2Pt",
  "method": "ωB97M-V/def2-TZVPD",
  "elements": ["Pt", "C", "C", "C", "C", "C", "C", "H", "H", "H", "C", "H", "H", "H", "C", "H", "H", "H", "C", "H", "H", "H", "C", "H", "H", "H", "C", "C", "C", "C", "C", "C", "C", "C", "H", "H", "H", "H", "H", "H", "H", "H", "H", "H", "H", "H", "P", "P", "C", "C", "H", "H", "H", "H", "C", "H", "H", "H", "C", "H", "H", "H", "C", "H", "H", "H", "C", "H", "H", "H", "O", "C", "O", "H"],
  "coordinates": [[3.43, -0.05, -1.54], [-1.01, -0.90, 0.03], [-0.35, -0.63, -1.18], [1.15, -1.70, 0.23], [-0.04, -1.49, 0.93], [1.11, -1.11, -1.15], [-2.50, -0.72, 0.36], [-3.05, -0.37, -0.53], [-2.61, 0.05, 1.15], [-3.04, -1.58, 0.83], [-0.39, -2.17, 2.24], [-1.46, -2.00, 2.42], [0.13, -1.73, 3.11], [-0.18, -3.26, 2.24], [2.32, -2.40, 0.67], [2.07, -3.45, 0.78], [2.66, -2.10, 1.69], [3.16, -2.33, -0.03], [1.64, -1.97, -2.34], [1.22, -3.02, -2.53], [2.75, -2.08, -2.04], [1.51, -1.33, -3.26], [-0.92, 0.18, -2.29], [-1.72, -0.27, -2.93], [-0.09, 0.49, -2.93], [-1.40, 1.09, -1.94], [0.78, 2.09, -0.18], [-0.58, 2.39, -0.02], [-1.22, 3.07, -1.07], [-0.65, 3.25, -2.61], [0.37, 2.45, -3.29], [1.71, 2.45, -3.09], [2.29, 3.29, -1.83], [1.50, 3.41, -0.55], [-1.08, 4.12, -0.74], [-0.45, 4.37, -2.55], [-2.24, 2.63, -1.09], [0.93, 4.35, -0.70], [1.25, 1.58, 0.70], [-1.21, 1.57, 0.44], [2.14, 3.90, 0.29], [3.21, 2.67, -1.60], [2.47, 2.65, -4.03], [2.54, 4.40, -2.07], [-1.62, 3.11, -3.14], [0.01, 1.53, -3.86], [4.61, 4.35, -0.95], [4.92, 0.98, -2.62], [5.91, 3.84, -2.18], [6.21, 2.36, -2.04], [6.87, 4.44, -1.98], [5.59, 4.07, -3.21], [7.17, 2.29, -2.62], [6.35, 2.11, -0.94], [6.55, 0.09, -2.30], [6.51, -1.01, -2.50], [6.78, 0.22, -1.22], [7.40, 0.52, -2.84], [4.97, 1.17, -4.49], [5.97, 1.39, -4.89], [4.27, 1.94, -4.84], [4.59, 0.22, -4.91], [5.44, 4.79, 0.63], [4.66, 4.84, 1.42], [5.95, 5.77, 0.57], [6.15, 4.02, 0.96], [4.16, 5.93, -1.84], [4.39, 5.81, -2.93], [4.70, 6.81, -1.42], [3.05, 6.09, -1.74], [-1.89, 1.68, 3.59], [-0.61, 1.47, 3.75], [0.19, 0.77, 3.01], [-0.06, 2.02, 4.66]],
  "e_homo_ev": [-13.70, -13.66],
  "e_tot_ha": -1930.36464,
  "homo_lumo_gap_ev": [8.381, 5.183],
  "s_squared": 6.03,
  "spin_multiplicity": 5,
  "charge": 2,
  "relative_energy_ev": 8.813
}



3.
{
  "formula": "C11H17BCrN6",
  "method": "ωB97M-V/def2-TZVPD",
  "elements": ["C", "N", "N", "C", "C", "B", "N", "N", "C", "C", "C", "Cr", "N", "N", "C", "C", "C", "H", "H", "H", "H", "H", "H", "H", "H", "H", "H", "H", "C", "H", "H", "H", "C", "H", "H", "H"],
  "coordinates": [[-0.77, -2.51, 1.70], [-0.95, -1.31, 1.10], [-2.15, -0.79, 1.59], [-2.66, -1.62, 2.49], [-1.83, -2.73, 2.61], [-2.82, 0.46, 0.99], [-1.85, 1.64, 1.20], [-0.58, 1.71, 0.63], [-0.14, 2.98, 0.85], [-1.09, 3.67, 1.62], [-2.14, 2.79, 1.80], [-0.07, -0.11, -0.21], [-2.84, 0.23, -0.57], [-1.67, -0.04, -1.28], [-2.01, -0.18, -2.58], [-3.40, -0.03, -2.70], [-3.87, 0.22, -1.41], [-1.27, -0.37, -3.34], [-4.87, 0.38, -1.04], [-3.97, -0.10, -3.58], [-3.91, 0.66, 1.43], [-3.06, 2.91, 2.35], [-3.57, -1.38, 3.03], [-1.01, 4.67, 2.00], [-1.92, -3.58, 3.26], [0.76, 3.40, 0.43], [0.02, -3.20, 1.42], [2.13, 1.13, -0.97], [3.15, 1.40, -0.65], [3.24, 2.48, -0.57], [3.34, 0.94, 0.32], [3.87, 1.02, -1.38], [1.31, -1.43, -0.72], [1.69, -1.18, -1.74], [0.87, -2.44, -0.74], [2.17, -1.46, -0.01]],
  "e_homo_ev": [-16.21, -16.01],
  "e_tot_ha": -1826.58252,
  "homo_lumo_gap_ev": [8.620, 3.924],
  "s_squared": 6.09,
  "spin_multiplicity": 5,
  "charge": 2
}



4.
{
  "formula": "C7H13O2S",
  "method": "ωB97M-V/def2-TZVPD",
  "elements": ["C", "C", "S", "C", "O", "C", "C", "O", "C", "C", "H", "H", "H", "H", "H", "H", "H", "H", "H", "H", "H", "H", "H"],
  "coordinates": [[4.56, 1.53, -0.36], [4.09, 0.54, 0.11], [3.70, -1.01, 0.75], [2.09, -1.53, 0.03], [1.30, -0.44, -0.32], [0.01, -0.97, -0.74], [-1.12, -0.56, 0.22], [-2.28, -0.45, -0.57], [-3.27, 0.37, 0.04], [-2.97, 1.88, -0.04], [5.22, 2.34, -0.61], [3.49, -0.74, 2.07], [2.31, -2.20, -0.82], [1.57, -2.09, 0.82], [0.04, -2.07, -0.83], [-0.27, -0.61, -1.74], [-1.27, -1.31, 1.02], [-0.84, 0.41, 0.66], [-3.48, 0.02, 1.07], [-4.20, 0.21, -0.52], [-2.06, 2.16, 0.51], [-3.85, 2.41, 0.34], [-2.79, 2.11, -1.10]],
  "e_homo_ev": -12.69,
  "e_tot_ha": -822.75272,
  "homo_lumo_gap_ev": 8.495,
  "charge": 1
}



5.
{
  "formula": "C4H7N3O2",
  "method": "ωB97M-V/def2-TZVPD",
  "elements": ["C", "N", "C", "C", "N", "C", "N", "O", "O", "H", "H", "H", "H", "H", "H", "H"],
  "coordinates": [[-0.74, 1.68, -0.03], [-0.18, 0.42, 0.30], [-1.13, -0.66, 0.61], [-0.58, -1.77, -0.24], [0.44, -1.49, -0.91], [0.77, -0.11, -0.60], [2.16, -0.19, 0.13], [3.04, 0.44, -0.34], [2.21, -0.88, 1.12], [-1.40, 1.72, -0.91], [-1.24, 2.11, 0.86], [0.07, 2.43, -0.14], [-2.15, -0.45, 0.24], [-1.22, -0.98, 1.67], [-1.05, -2.76, -0.28], [1.00, 0.48, -1.48]],
  "e_homo_ev": -9.58,
  "e_tot_ha": -471.24292,
  "smiles": "CN1CC=N[C@@H]1[N+](=O)[O-]",
  "homo_lumo_gap_ev": 10.302,
  "relative_energy_ev": 4.357
}



6.
{
  "formula": "C3H9NOS",
  "method": "ωB97M-V/def2-TZVPD",
  "elements": ["C", "N", "S", "C", "C", "O", "H", "H", "H", "H", "H", "H", "H", "H", "H"],
  "coordinates": [[-0.77, 1.23, -1.82], [-0.83, 0.50, -0.61], [0.44, 0.24, 0.23], [-0.44, 0.27, 1.94], [1.21, -1.33, -0.13], [1.48, 1.23, 0.32], [-1.80, 1.34, -2.06], [-0.27, 0.70, -2.61], [-0.40, 2.23, -1.68], [-1.14, 1.10, 1.95], [-1.13, -0.69, 2.14], [0.26, 0.30, 2.92], [0.73, -1.51, -1.11], [2.32, -1.22, -0.18], [0.79, -2.06, 0.65]],
  "e_homo_ev": -8.69,
  "e_tot_ha": -647.76551,
  "smiles": "CN=S(C)(C)=O",
  "homo_lumo_gap_ev": 9.430,
  "relative_energy_ev": 3.607
}



7.
{
  "formula": "C6H13NO",
  "method": "ωB97M-V/def2-TZVPD",
  "elements": ["C", "C", "O", "C", "C", "C", "C", "N", "H", "H", "H", "H", "H", "H", "H", "H", "H", "H", "H", "H", "H"],
  "coordinates": [[-0.10, 2.41, 0.50], [-0.07, 1.37, -0.59], [-0.03, 1.97, -1.83], [-0.28, 0.03, -0.45], [-0.41, -0.87, -1.66], [-0.08, -0.62, 0.89], [-0.52, -2.07, 1.11], [1.49, -0.47, 1.16], [-0.98, 3.05, 0.37], [0.79, 3.04, 0.43], [-0.14, 1.99, 1.50], [0.31, 1.34, -2.48], [-0.70, -0.34, -2.57], [0.53, -1.40, -1.86], [-1.20, -1.61, -1.51], [-0.53, -0.02, 1.68], [-1.45, -2.09, 1.69], [0.22, -2.62, 1.70], [-0.69, -2.64, 0.21], [1.97, -0.91, 0.38], [1.88, 0.46, 1.34]],
  "e_homo_ev": -7.78,
  "e_tot_ha": -366.36636,
  "smiles": "C/C(O)=C(/C)[C@@H](C)N",
  "homo_lumo_gap_ev": 8.547,
  "relative_energy_ev": 1.838
}



8.
{
  "formula": "C2H31HgO14",
  "method": "ωB97M-V/def2-TZVPD",
  "elements": ["Hg", "C", "C", "O", "H", "H", "H", "H", "H", "O", "H", "H", "O", "H", "H", "O", "H", "H", "O", "H", "H", "O", "H", "H", "O", "H", "H", "O", "H", "H", "O", "H", "H", "O", "H", "H", "O", "H", "H", "O", "H", "H", "O", "H", "H", "O", "H", "H"],
  "coordinates": [[0.54, -3.62, -0.41], [-1.30, -0.43, 0.24], [-0.01, -0.35, -0.53], [0.59, -1.57, -0.97], [-1.29, -0.88, 1.24], [-2.17, -0.80, -0.32], [-1.52, 0.63, 0.40], [0.74, 0.13, 0.10], [-0.15, 0.29, -1.41], [-1.99, 3.61, -0.41], [-2.66, 3.66, -1.10], [-2.21, 4.32, 0.20], [-0.24, -3.08, 1.76], [-0.48, -3.61, 2.54], [-0.23, -2.16, 2.08], [-1.07, -1.49, -3.54], [-0.83, -1.35, -2.62], [-1.94, -1.08, -3.64], [0.49, 2.84, 1.05], [0.35, 1.95, 1.41], [-0.23, 2.96, 0.41], [2.34, 2.84, -1.32], [1.85, 2.86, -0.48], [2.62, 1.92, -1.43], [-0.46, -1.25, 3.83], [-0.88, -1.72, 4.57], [-1.11, -0.56, 3.58], [0.68, 2.19, -3.93], [-0.18, 1.93, -4.30], [0.51, 3.00, -3.44], [3.29, -0.21, 0.17], [3.20, 0.27, 0.99], [2.38, -0.40, -0.09], [-2.11, 1.20, 3.03], [-2.64, 1.36, 2.24], [-2.62, 1.59, 3.75], [-3.43, -2.37, 2.00], [-2.65, -2.67, 1.53], [-3.77, -3.16, 2.45], [1.31, 0.34, 2.31], [2.20, 0.23, 2.64], [0.82, -0.42, 2.67], [1.62, -0.54, -4.09], [1.09, -0.91, -3.38], [1.36, 0.39, -4.14], [3.77, -2.05, -1.98], [2.95, -2.40, -2.33], [3.49, -1.40, -1.32]],
  "e_homo_ev": -12.53,
  "e_tot_ha": -1301.17975,
  "homo_lumo_gap_ev": 4.479,
  "charge": 1,
  "relative_energy_ev": 2.973
}



Number 1: molecular weight 672.60 g mol⁻¹. Number 2: molecular weight 633.65 g mol⁻¹. Number 3: molecular weight 296.11 g mol⁻¹. Number 4: molecular weight 161.25 g mol⁻¹. Number 5: molecular weight 129.12 g mol⁻¹. Number 6: molecular weight 107.18 g mol⁻¹. Number 7: molecular weight 115.18 g mol⁻¹. Number 8: molecular weight 479.85 g mol⁻¹.